56
Properties=species:S:1:pos:R:3:forces:R:3 method="wB97M-V/def2-TZVPD" lumo_ev=-0.2 homo_ev=-10.244 gap_ev=10.059 max_force_ev_per_a=4.21 e_above_lowest_kcal_mol=72.1
C 0.243 -0.729 0.559 -0.05 0.43 -0.46
C 0.682 0.153 1.742 -0.54 0.15 -1.62
C -0.497 0.508 2.640 1.65 0.56 1.55
C -1.312 1.688 2.245 -2.19 0.91 -1.81
N -0.876 2.981 2.252 2.49 -0.60 0.90
O -2.462 1.507 1.825 0.28 -0.52 0.24
N 1.797 -0.421 2.481 -0.01 -0.33 1.24
H 1.045 -1.414 0.303 -0.05 -0.42 0.03
H 0.086 -0.198 -0.383 0.01 0.39 0.14
H -0.701 -1.232 0.745 0.30 -0.31 0.16
H 1.012 1.105 1.328 0.32 0.06 -0.17
H -1.143 -0.345 2.780 0.18 0.18 0.16
H 0.014 0.767 3.583 -0.46 -0.09 0.21
H -1.431 3.700 1.841 -0.55 -0.05 -0.17
H 0.126 3.210 2.385 -1.05 -0.34 -0.18
H 2.278 -1.135 1.967 0.14 -0.17 -0.75
H 1.481 -0.962 3.283 -0.32 0.16 0.09
H -2.751 2.343 -1.621 -0.87 -0.54 -0.90
H -3.136 1.266 -0.797 -0.30 -1.03 1.32
O -3.364 1.566 -1.664 1.16 1.77 -0.25
H 0.368 2.188 -1.887 -0.12 -0.72 -0.06
H 0.832 3.389 -2.472 0.33 0.73 -0.26
O 0.279 2.651 -2.725 -0.36 0.09 0.19
H -2.999 -0.885 -2.054 -0.72 -0.85 1.51
H -2.696 0.096 -3.011 0.44 -0.12 -0.46
O -2.498 -0.841 -2.843 0.41 0.74 -1.10
H -0.847 -4.560 -2.687 -0.85 -0.16 -0.40
H 0.327 -4.085 -2.053 0.33 0.61 0.43
O -0.439 -4.618 -1.829 0.34 -0.81 -0.06
H -0.706 -2.566 3.955 -0.18 0.44 0.26
H -0.608 -3.684 3.048 0.43 -0.20 -0.06
O -0.068 -3.232 3.712 0.25 -0.46 -0.06
H 1.056 -1.333 -5.824 0.12 -1.18 -1.11
H 1.078 -0.196 -5.002 -0.34 0.79 0.69
O 0.527 -0.987 -5.123 0.45 0.70 -0.20
H -0.102 -3.375 0.745 2.53 0.70 0.16
H -0.954 -4.457 -0.017 0.24 2.10 1.02
O -0.966 -3.658 0.620 -2.94 -2.83 -1.05
H 2.431 1.894 -4.327 1.27 -0.20 -0.03
H 1.013 1.967 -4.270 0.46 -1.32 -0.97
O 1.724 1.458 -4.791 -1.62 1.42 0.99
H 2.231 2.386 2.406 0.56 -0.85 0.01
H 2.280 3.841 2.752 0.06 0.04 -0.59
O 2.073 3.242 2.013 -0.26 0.83 0.84
H -2.572 -1.296 2.327 -0.67 0.13 -0.34
H -2.196 -2.702 1.716 0.16 0.24 -0.03
O -2.055 -2.087 2.456 -0.48 -0.26 0.25
H 0.606 -1.836 -3.709 -0.56 -0.63 0.90
H -0.681 -1.752 -2.962 -0.50 -0.04 0.32
O 0.150 -2.238 -2.914 0.97 0.44 -0.69
H 3.862 1.511 3.774 0.34 -0.10 -0.01
H 3.412 0.451 2.799 -0.34 -0.13 -0.09
O 4.080 1.150 2.905 0.02 0.48 0.29
H 3.026 2.832 -0.598 0.68 -0.06 -0.58
H 1.839 3.044 0.183 -0.14 0.59 -1.09
O 2.130 3.121 -0.765 -0.42 -0.36 1.64

=====

54
Properties=species:S:1:pos:R:3:forces:R:3 method="wB97M-V/def2-TZVPD" total_charge=+2 lumo_ev="-5.8 / -11.1" s_squared=0.755 spin_multiplicity=2 homo_ev="-15.995 / -15.798" gap_ev="10.167 / 4.674" max_force_ev_per_a=4.85 e_above_lowest_kcal_mol=70.8
N 0.102 2.981 -0.570 -0.84 -0.27 1.54
C -0.437 3.224 0.793 0.56 0.74 3.09
C -1.821 2.691 1.162 -2.08 -0.22 0.13
N -2.330 1.506 0.401 1.48 1.18 0.37
C -1.597 0.288 0.678 -4.09 -2.15 1.47
C -0.334 -0.012 -0.053 -0.58 -1.47 -2.41
N -0.238 -1.456 -0.354 0.97 3.11 2.50
H 0.548 3.870 -0.815 0.02 -0.61 -1.20
H -0.665 2.646 -1.185 0.56 0.59 -0.57
H 0.789 2.223 -0.475 0.25 0.55 -0.57
H -0.510 4.302 1.011 0.03 -0.22 -0.77
H 0.347 2.985 1.562 -0.55 -0.54 -0.92
H -2.525 3.519 1.009 -0.01 -0.28 -0.69
H -2.043 2.545 2.250 1.32 -0.12 -0.46
H -3.315 1.373 0.652 0.48 0.08 -0.41
H -1.628 -0.062 1.738 1.18 1.36 -0.37
H -2.389 -0.486 0.439 0.88 0.33 -0.95
H 0.581 0.350 0.446 0.27 -0.25 -0.04
H -0.322 0.307 -1.114 0.02 1.17 0.39
H 0.625 -1.659 -0.845 -0.09 -0.96 -0.41
H -0.460 -1.925 0.518 -0.23 -1.58 -0.16
H -1.799 1.980 -3.591 0.11 -0.24 -0.01
H -0.491 1.119 -3.484 -0.08 0.05 -0.33
O -0.925 1.927 -3.183 -0.14 0.16 0.46
H -2.911 -1.453 -2.778 0.09 -0.10 0.19
H -2.255 -0.428 -1.775 0.00 -0.26 0.19
O -2.853 -0.531 -2.511 -0.20 0.38 -0.48
H 4.667 -1.764 -1.040 0.04 -0.50 0.67
H 3.936 -2.580 0.169 0.92 0.15 -0.04
O 3.845 -2.104 -0.660 -1.22 0.52 -0.50
H 1.507 -3.862 0.057 -0.33 -0.28 0.50
H 0.357 -3.745 1.184 0.05 -0.61 -0.31
O 1.240 -3.450 0.895 0.40 0.76 -0.38
H 2.240 -1.991 1.669 0.03 -0.86 0.62
H 2.693 -2.033 3.204 -0.03 -0.43 -0.29
O 2.788 -1.586 2.357 0.05 1.20 -0.30
H -2.277 -1.925 2.254 -0.42 0.00 -0.20
H -2.198 -1.688 3.689 -0.58 -0.01 0.54
O -2.837 -2.007 3.038 0.89 0.02 -0.28
H 1.369 -0.418 -3.940 0.04 -0.03 0.19
H 1.896 0.751 -4.673 0.00 0.39 0.26
O 1.514 0.529 -3.808 -0.09 -0.58 -0.47
H 3.058 0.761 1.000 0.00 0.68 0.16
H 2.527 -0.004 -0.099 0.23 0.20 -0.61
O 2.488 0.912 0.226 0.06 -0.94 0.40
H 0.973 -0.722 2.695 -0.10 -0.13 0.12
H -0.122 -1.309 3.582 0.17 0.09 0.00
O 0.004 -0.851 2.741 0.47 -0.30 0.15
H -1.822 -3.809 2.262 0.18 -0.33 0.15
H -2.096 -4.198 0.837 0.29 -0.37 -0.03
O -1.361 -4.131 1.467 -0.64 0.74 -0.03
H 0.844 2.906 -3.468 0.12 -0.54 -0.08
H 2.212 3.036 -2.627 0.03 -0.47 -0.60
O 1.411 3.462 -2.936 0.10 1.19 0.79

=====

55
Properties=species:S:1:pos:R:3:forces:R:3 method="wB97M-V/def2-TZVPD" total_charge=+1 lumo_ev=-2.6 homo_ev=-11.277 gap_ev=8.645 max_force_ev_per_a=2.67 e_above_lowest_kcal_mol=59.5
C -0.521 -1.353 0.896 0.59 1.77 1.55
C 0.304 -0.628 2.031 1.59 -1.81 -1.14
C 1.358 0.190 1.342 0.26 1.71 0.55
C 1.046 1.470 1.084 -0.68 -0.49 -0.08
N 1.848 2.394 0.294 0.21 0.32 0.53
N 2.600 -0.389 1.110 -1.28 -0.47 -0.65
N 0.330 -2.332 0.244 -0.81 0.78 -0.47
H -0.775 -0.520 0.228 -0.25 -0.46 -0.27
H -1.408 -1.699 1.419 -0.12 -0.35 -0.48
H 0.927 -1.407 2.501 -0.61 -0.03 0.37
H -0.258 -0.143 2.810 -0.33 0.41 -0.15
H 0.072 1.881 1.283 0.02 -0.12 0.20
H 1.502 3.318 0.510 0.11 0.41 0.07
H 2.847 2.347 0.515 0.01 -0.12 -0.16
H 1.728 2.308 -0.716 0.05 -0.16 -0.43
H 2.391 -1.378 0.996 0.62 -0.21 0.25
H 2.999 -0.072 0.231 0.27 0.23 0.17
H -0.251 -2.754 -0.471 0.06 -0.52 0.19
H 0.560 -3.014 0.957 -0.01 -0.31 -0.47
H -2.456 -0.216 -2.424 -0.69 0.23 -0.26
H -2.575 0.964 -3.568 -0.69 -0.60 -0.29
O -2.189 0.662 -2.752 1.03 0.70 0.66
H 2.226 -4.075 2.457 0.32 -0.35 -0.22
H 2.603 -3.941 0.918 0.11 -0.42 0.20
O 2.248 -3.495 1.691 0.04 0.39 0.38
H -3.118 -0.142 2.352 0.43 0.87 -0.28
H -4.195 -1.037 1.815 -0.27 0.01 0.02
O -3.437 -1.029 2.401 -0.36 -1.25 0.23
H -0.031 -0.194 -3.072 0.52 -0.14 0.31
H -0.325 0.858 -3.984 0.33 0.19 -0.35
O 0.462 0.460 -3.586 -0.71 -0.03 0.02
H -1.759 3.336 -0.544 0.31 0.61 0.62
H -1.307 2.510 -1.603 0.73 -0.44 -0.19
O -0.912 2.979 -0.845 -1.15 -0.24 -0.57
H 3.490 1.961 -1.643 0.24 -0.31 -0.60
H 4.539 0.805 -1.475 0.11 0.06 -0.32
O 3.913 1.364 -1.013 -0.11 0.16 0.49
H 1.457 -2.275 -1.749 -0.46 0.13 0.17
H 1.764 -2.437 -3.298 -0.32 0.10 0.10
O 2.119 -2.478 -2.409 0.85 -0.16 -0.04
H -1.888 1.494 0.361 0.47 0.19 -0.16
H -2.540 1.859 1.705 0.20 0.28 -0.31
O -2.588 1.244 0.961 -0.68 -0.17 0.42
H 1.500 3.535 -2.830 0.49 0.21 0.06
H 1.015 2.131 -2.804 0.56 -0.83 -0.19
O 1.830 2.644 -2.650 -0.74 0.60 0.30
H -2.596 -3.408 1.575 0.32 0.48 0.36
H -2.530 -4.575 0.723 0.55 -0.28 -0.23
O -1.931 -3.901 1.078 -1.14 -0.45 -0.05
H -2.934 -1.006 -0.178 -0.25 0.33 0.37
H -4.192 -0.581 -1.051 -0.05 0.25 0.48
O -3.382 -1.090 -1.023 0.37 -0.69 -0.81
H -0.732 3.829 3.086 -0.08 0.17 -0.06
H -1.313 2.531 3.593 -0.02 0.02 0.02
O -1.344 3.129 2.836 0.05 -0.17 0.19